The following is a quantum chemistry calculation of a cluster of 2 separate species, C22H23ClNSi in total at a distorted geometry, from OMol25.

Positions of all 48 atoms, in Å:
C  -0.8868  -2.9583  1.0566
C  -1.8364  -2.0245  1.7673
N  -1.8239  -0.7413  1.3144
C  -2.9440  0.1286  1.2510
C  -4.2978  -0.1570  1.2179
C  -5.2048  0.9323  1.1390
C  -4.7380  2.2599  1.0881
C  -3.3602  2.5294  1.0154
C  -2.4878  1.4453  1.0340
C  -1.0581  1.3980  0.9059
C  -0.6541  0.0347  1.0029
C  0.6610  -0.3103  0.8779
C  1.6229  0.7038  0.7679
C  1.2380  2.0667  0.7922
C  -0.1134  2.4106  0.8400
H  -1.3590  -3.9504  0.9301
H  -0.6205  -2.6018  0.0304
H  0.0622  -3.1824  1.6204
H  -2.8359  -2.4001  2.0757
H  -4.6475  -1.1886  1.2266
H  -6.2825  0.7621  1.1299
H  -5.4508  3.0982  1.0927
H  -2.9554  3.5311  0.9663
H  0.9621  -1.3656  0.8445
H  2.6858  0.4565  0.6787
H  2.0097  2.8379  0.7691
H  -0.4530  3.4397  0.8605
H  -1.0506  -2.3801  3.3574
Si  -0.3579  -2.8167  4.7429
C  -1.4719  -2.7726  6.2604
C  0.4558  -4.5189  4.8542
C  1.0888  -1.6886  5.3174
C  1.8261  -1.8500  6.4996
C  2.8734  -0.9832  6.8467
C  3.1979  0.0684  5.9887
Cl  4.4749  1.1406  6.3698
C  2.4802  0.2542  4.8075
C  1.4326  -0.6175  4.4949
H  -1.8934  -1.7798  6.4085
H  -2.2997  -3.4750  6.1731
H  -0.9618  -3.0209  7.1937
H  1.2642  -4.6253  4.1337
H  0.9021  -4.7286  5.8288
H  -0.2591  -5.3200  4.6746
H  1.6156  -2.6533  7.1962
H  3.4446  -1.0956  7.7560
H  2.7353  1.0668  4.1455
H  0.8811  -0.4421  3.5830

## Properties
ΔE to the lowest compared entry with this formula, charge and spin ... 0.0 kJ/mol
Charge ... +1
Max |F| ... 3.7 eV/A
2S+1 ... 1
E_tot ... -45070.3582 eV
HOMO level ... -11.286 eV
Frontier orbital gap ... 6.03 eV

Atom charges from the Mulliken analysis, given in e for atoms 1 to 4: C -1.432; C 0.161; N 0.410; C 0.265

The following is a quantum chemistry calculation of a structure of composition C22H23CrN4O2, from OMol25.

Positions of all 52 atoms, in Å:
Cr  0.0284  -0.1926  -0.2636
C  1.3427  3.7253  0.8044
C  0.9002  2.4878  0.1216
N  0.6630  1.3647  0.7099
N  1.0361  1.1319  2.0090
C  1.3897  -0.1286  2.0722
O  1.2357  -0.9020  0.9990
C  1.9313  -0.7117  3.2910
C  2.4011  -2.0265  3.2942
C  2.9187  -2.5642  4.4586
C  2.9671  -1.7983  5.6167
C  2.4998  -0.4888  5.6163
C  1.9842  0.0581  4.4575
C  0.8653  2.3400  -1.3453
C  1.0904  3.3654  -2.2402
C  1.1932  3.0605  -3.5939
C  1.0678  1.7449  -4.0029
C  0.8177  0.7701  -3.0503
N  0.7227  1.0528  -1.7512
H  1.3920  3.5700  1.8773
H  0.6396  4.5322  0.5845
H  2.3236  4.0309  0.4355
H  2.3806  -2.6136  2.3860
H  3.2913  -3.5791  4.4654
H  3.3743  -2.2227  6.5244
H  2.5410  0.1015  6.5209
H  1.6183  1.0751  4.4471
H  1.2018  4.3816  -1.8902
H  1.3805  3.8453  -4.3142
H  1.1592  1.4655  -5.0424
H  0.6939  -0.2669  -3.3361
O  -1.1183  -1.5829  0.7149
C  -2.1732  -2.4956  0.2854
C  -1.7631  -3.2344  -0.9744
C  -1.2306  -2.2933  -2.0671
C  -2.0733  -1.0575  -2.2100
C  -3.1842  -0.9953  -3.0342
C  -3.9761  0.1427  -3.0195
C  -3.6404  1.1947  -2.1775
C  -2.5111  1.0741  -1.3947
N  -1.7446  -0.0259  -1.4139
H  -0.4952  -2.0217  1.3169
H  -3.0538  -1.8751  0.1336
H  -2.3738  -3.1754  1.1101
H  -2.6384  -3.7723  -1.3434
H  -1.0039  -3.9852  -0.7501
H  -1.1696  -2.8315  -3.0128
H  -0.1858  -2.0121  -1.8391
H  -3.4254  -1.8340  -3.6732
H  -4.8494  0.2084  -3.6542
H  -4.2391  2.0924  -2.1292
H  -2.2019  1.8714  -0.7288

## Properties
Charge ... +2
Max |F| ... 0.7 eV/A
2S+1 ... 4
E_tot ... -61651.0975 eV
⟨S²⟩ ... 3.8027
HOMO level (spin up / spin down) ... -14.026 / -14.013 eV
Frontier orbital gap (spin up / spin down) ... 6.64 / 6.49 eV

Atom charges from the Mulliken analysis, given in e for atoms 1 to 4: Cr 0.220; C -1.527; C 0.352; N 0.809

The following is a quantum chemistry calculation of a structure of composition C22H23F5IN8O3S3Zr at a distorted geometry, from OMol25.

Positions of all 66 atoms, in Å:
Zr  -0.2353  -1.9323  -0.4639
C  -1.2984  4.5195  1.0647
C  -1.1360  4.3115  2.5127
N  -0.5631  5.0911  3.3241
N  -0.4396  4.4837  4.4838
C  -0.8075  3.1955  4.4697
S  -0.6137  2.2104  5.8731
N  -1.3455  3.0959  3.2318
N  -1.9629  1.8441  2.9799
H  -1.0379  5.5624  0.8015
H  -2.3442  4.4546  0.8947
H  -0.7719  3.7377  0.4782
H  0.1950  4.8716  5.2118
H  -2.9614  1.9870  3.1344
H  -1.6622  1.5349  2.0081
F  -6.9054  -0.2216  -1.4794
C  -5.8334  -0.8414  -1.1472
C  -4.7666  -0.1811  -0.6415
F  -4.6722  1.1787  -0.6026
C  -3.6786  -0.8932  -0.2103
F  -2.6845  -0.1303  0.2606
C  -3.6460  -2.2567  -0.2513
S  -2.2438  -3.1448  0.4285
C  -4.8445  -2.9465  -0.6565
F  -4.7907  -4.3047  -0.6600
C  -5.9087  -2.2152  -1.0881
F  -7.0365  -2.8117  -1.5340
C  0.7858  -3.3343  0.9512
H  0.9351  -4.2471  0.3472
H  0.2931  -3.5209  1.9154
H  1.7647  -2.8815  1.0596
C  0.9019  2.2636  -3.4136
C  1.7611  1.8721  -2.3038
C  1.5330  0.6294  -1.7127
N  0.4792  -0.1943  -2.0688
C  -0.2065  0.2404  -3.1330
C  -0.0169  1.3792  -3.8772
H  0.9899  3.2126  -4.0052
H  2.5844  2.4317  -1.8882
H  2.0604  0.2771  -0.8314
H  -0.9540  -0.4358  -3.5310
H  -0.6658  1.5770  -4.7350
O  0.8629  -3.1050  -2.0375
S  -0.3976  -3.3829  -2.8441
N  -1.5223  -2.5223  -2.4014
N  1.2095  0.4627  4.1588
C  0.7788  -0.4568  3.0685
C  0.4152  0.3945  1.8476
O  0.6164  1.5825  1.9372
O  -0.0710  -0.2112  0.7899
H  2.0577  0.0544  4.5926
H  0.4376  0.8589  4.7803
H  1.5401  1.2702  3.6353
H  0.0046  -1.1393  3.3509
H  1.6429  -1.1340  2.8464
I  4.1819  -0.9362  0.5337
C  4.5293  -1.6338  -1.3874
C  5.6990  -2.3456  -1.7042
C  5.9269  -2.6874  -3.0509
C  4.9940  -2.1923  -3.9935
C  3.9019  -1.6028  -3.5531
N  3.6013  -1.2615  -2.2793
H  6.3818  -2.6188  -0.9140
H  6.8146  -3.2642  -3.2879
H  5.0115  -2.4264  -5.0682
H  3.1331  -1.1708  -4.2164

## Properties
ΔE to the lowest compared entry with this formula, charge and spin ... 73.9 kJ/mol
Charge ... +1
Max |F| ... 5.0 eV/A
2S+1 ... 1
E_tot ... -96717.9410 eV
HOMO level ... -10.806 eV
Frontier orbital gap ... 7.68 eV

Atom charges from the Mulliken analysis, given in e for atoms 1 to 4: Zr 0.904; C -1.027; C 0.873; N -0.799

The following is a quantum chemistry calculation of an isolated molecule of C22H23FN2O2, from OMol25.

Positions of all 50 atoms, in Å:
C  -2.2107  -4.0931  -1.8661
H  -2.4066  -3.1529  -2.3776
H  -3.1416  -4.4486  -1.4305
C  -1.1470  -3.9068  -0.7873
C  0.1970  -3.5183  -1.4237
C  1.0358  -2.6938  -0.4590
N  0.3708  -1.4276  -0.2028
C  1.1309  -0.3443  0.0316
O  2.3439  -0.4146  0.1892
C  0.4403  0.9857  0.1633
C  -0.3568  1.5324  -0.7684
C  -0.6189  0.9439  -2.0720
C  0.3501  0.2418  -2.7930
C  0.0644  -0.3073  -4.0289
C  -1.1939  -0.1582  -4.5903
C  -2.1679  0.5572  -3.9143
C  -1.8674  1.0986  -2.6804
F  -2.8361  1.7715  -2.0231
H  -3.1536  0.6997  -4.3290
H  -1.4157  -0.5882  -5.5548
H  0.8312  -0.8482  -4.5630
H  1.3417  0.1471  -2.3788
H  -0.8371  2.4772  -0.5586
N  0.8225  1.6057  1.3483
C  0.4392  2.8241  1.8387
O  -0.4410  3.5023  1.3516
C  1.1752  3.2330  3.0699
C  2.5038  2.8901  3.3067
C  3.1342  3.3244  4.4592
C  2.4489  4.0967  5.3828
C  1.1315  4.4533  5.1450
C  0.5007  4.0309  3.9904
H  -0.5216  4.3072  3.7803
H  0.5986  5.0645  5.8580
H  2.9457  4.4282  6.2826
H  4.1669  3.0615  4.6354
H  3.0655  2.3147  2.5840
H  1.5598  1.1129  1.8368
C  -1.0776  -1.4545  -0.2028
H  -1.4672  -1.2358  -1.2038
C  -1.5638  -2.8328  0.2309
H  -2.6495  -2.8124  0.3280
H  -1.1484  -3.0614  1.2137
H  -1.4504  -0.6847  0.4770
H  2.0199  -2.4677  -0.8764
H  1.1900  -3.2404  0.4791
H  0.7499  -4.4111  -1.7159
H  0.0215  -2.9251  -2.3237
H  -1.0287  -4.8564  -0.2556
H  -1.8781  -4.8204  -2.6030

## Properties
ΔE to the lowest compared entry with this formula, charge and spin ... 0.0 kJ/mol
Charge ... 0
Max |F| ... 0.7 eV/A
2S+1 ... 1
Structure (SMILES) ... CC1CCN(C(=O)/C(=C\c2ccccc2F)NC(=O)c2ccccc2)CC1
E_tot ... -32981.0539 eV
HOMO level ... -8.313 eV
Frontier orbital gap ... 8.64 eV

Atom charges from the Mulliken analysis, given in e for atoms 1 to 4: C -1.624; H 0.285; H 0.435; C 0.648

The following is a quantum chemistry calculation of a structure of composition C22H23InN5O6S, from OMol25.

Positions of all 58 atoms, in Å:
In  -1.2794  0.0625  0.8978
O  -1.1223  -1.6091  -0.1959
C  -1.8055  -2.7467  0.0201
C  -2.0341  -3.5741  -1.0779
C  -2.6760  -4.7872  -0.9263
C  -3.1136  -5.2153  0.3262
C  -2.9030  -4.4068  1.4174
C  -2.2582  -3.1659  1.2971
C  -2.1255  -2.3923  2.5083
N  -1.6322  -1.2065  2.5663
N  -1.5614  -0.5522  3.7799
C  -1.0524  0.6371  3.6573
O  -0.6588  1.1749  2.5050
C  -0.8999  1.4806  4.8606
C  -0.3213  2.7413  4.7519
C  -0.1729  3.5348  5.8788
C  -0.6018  3.0734  7.1143
C  -1.1802  1.8142  7.2249
C  -1.3291  1.0172  6.1044
H  -1.6834  -3.2345  -2.0435
H  -2.8401  -5.4144  -1.7930
H  -3.6130  -6.1677  0.4338
H  -3.2381  -4.7166  2.4003
H  -2.4464  -2.8360  3.4506
H  0.0064  3.0950  3.7844
H  0.2778  4.5148  5.7924
H  -0.4873  3.6945  7.9930
H  -1.5154  1.4549  8.1888
H  -1.7764  0.0364  6.1799
C  1.4634  -1.4134  -6.2351
C  2.4567  -1.1146  -5.1170
S  1.7526  0.0728  -3.9974
O  1.2124  1.1786  -4.7467
O  0.9010  -0.6132  -3.0524
C  3.1462  0.7192  -3.0617
C  2.7714  2.0351  -2.3677
N  1.4303  2.0235  -1.7544
C  1.0645  1.2369  -0.7328
N  -0.2501  1.3201  -0.5410
C  -0.7612  2.1631  -1.4947
C  0.2708  2.5984  -2.2461
N  0.1849  3.5801  -3.3018
O  1.1983  4.1697  -3.6161
O  -0.9249  3.7770  -3.7363
C  1.9616  0.3521  0.0529
H  1.8683  -2.2027  -6.8656
H  1.2880  -0.5298  -6.8440
H  0.5111  -1.7552  -5.8308
H  3.3868  -0.6909  -5.4986
H  2.6802  -1.9986  -4.5195
H  3.9604  0.9236  -3.7571
H  3.4606  -0.0590  -2.3664
H  2.7725  2.8495  -3.0801
H  3.4957  2.2622  -1.5882
H  -1.7996  2.4319  -1.5755
H  3.0004  0.6667  -0.0135
H  1.8694  -0.6730  -0.3146
H  1.6719  0.3837  1.1050

## Properties
Charge ... +1
Max |F| ... 0.8 eV/A
2S+1 ... 1
E_tot ... -58923.1211 eV
HOMO level ... -10.995 eV
Frontier orbital gap ... 6.77 eV

Atom charges from the Mulliken analysis, given in e for atoms 1 to 4: In 1.150; O -0.580; C 0.392; C -0.530